Density functional theory data (ωB97M-V/def2-TZVPD) for an isolated molecule of C3H5N3O9 at a distorted geometry.

Results
E_tot   -26077.450 eV
Spin multiplicity   1
Relative energy (zero: lowest compared OMol25 entry of this formula, charge and spin)   3.9102 eV
Orbital gap   9.0 eV
Net charge   0
HOMO   -10.556 eV

Structure (XYZ):
```
20
Properties=species:S:1:pos:R:3:forces:R:3
C -1.7302 -0.6549 0.6891 1.184 0.140 -1.361
C -0.4967 0.2102 0.9426 -0.263 0.980 -1.581
C 0.5776 -0.0861 -0.2263 -3.403 3.320 0.354
N 1.8199 0.6084 0.1426 2.472 -1.165 -0.521
N 0.7775 -1.4933 -0.2188 2.866 -3.198 0.785
N 0.0463 1.8955 -1.7833 -0.508 -2.915 -1.892
O 2.2835 0.3560 1.2274 0.632 1.330 -0.318
O 1.4265 -1.8774 0.7658 -1.216 -0.221 -0.756
O 0.1406 2.5601 -0.8791 0.395 2.772 4.013
O 2.3552 1.1851 -0.7819 0.434 0.586 0.644
O 0.4305 -2.2194 -1.1127 -0.678 0.559 -0.252
O -0.1731 2.0729 -2.9058 -0.026 -0.697 -1.267
O -2.1551 -0.7182 -0.6527 -1.418 0.420 0.774
O 0.0447 0.1051 2.1747 0.430 -1.298 1.632
O 0.1693 0.3295 -1.4758 -0.021 -0.058 -0.833
H -2.5896 -0.3999 1.2229 -1.136 1.218 1.011
H -1.4524 -1.5500 1.1596 0.366 -2.227 0.117
H -0.7051 1.2601 0.8591 -0.400 0.559 -0.630
H -1.5430 -1.0272 -1.3006 0.941 -0.479 -0.271
H 0.7737 -0.5564 2.1532 -0.652 0.372 0.351
```
Forces are in eV/Å.

Charges in e, computed with Mulliken, in the same order as the atoms: -0.76, 0.29, -0.49, 1.15, 1.24, 1.11, -0.52, -0.58, -0.40, -0.62, -0.56, -0.53, -0.54, -0.60, -0.48, 0.48, 0.40, 0.53, 0.41, 0.47